[1]
# C47H105F6MnN15O21S2

A structure of composition C47H105F6MnN15O21S2 at a distorted geometry (wB97M-V/def2-TZVPD, the OMol25 dataset).

Last column: Mulliken spin population.
Cartesian coordinates (Å):
Mn 0.843 -3.720 0.604  4.79
C -0.852 0.739 0.079  0.00
F -0.348 2.008 -0.022  0.00
F -1.969 0.680 0.767  0.00
F -1.052 0.232 -1.152  0.00
S 0.522 -0.397 0.938  0.05
O 1.775 0.322 0.688  -0.01
O 0.183 -0.455 2.357  0.00
O 0.587 -1.689 0.277  -0.02
C 0.438 -8.255 1.584  0.01
F 1.422 -7.694 2.323  0.00
F 0.825 -9.398 1.145  0.00
F -0.740 -8.441 2.162  0.00
S 0.235 -7.036 0.081  0.01
O 1.118 -7.463 -0.970  0.00
O -1.200 -6.996 -0.273  0.00
O 0.627 -5.769 0.714  0.00
C -2.889 -4.858 -3.980  0.00
O -2.968 -4.751 -2.814  0.00
N -2.621 -3.756 -4.718  0.00
C -2.377 -3.839 -6.130  0.00
C -2.511 -2.366 -4.281  0.00
H -2.793 -5.778 -4.576  0.00
H -3.166 -3.345 -6.696  0.00
H -2.194 -4.885 -6.377  0.00
H -1.444 -3.311 -6.327  0.00
H -3.060 -1.743 -4.988  0.00
H -3.140 -2.258 -3.398  0.00
H -1.519 -2.058 -3.952  0.00
C -2.453 -2.554 5.397  0.00
O -3.352 -3.142 4.907  0.00
N -2.281 -1.247 5.319  0.00
C -1.194 -0.608 5.915  0.00
C -3.083 -0.345 4.545  0.00
H -1.724 -3.168 5.947  0.00
H -0.395 -1.321 6.122  0.00
H -1.347 0.027 6.788  0.00
H -0.799 0.113 5.198  0.00
H -2.471 0.194 3.822  0.00
H -3.807 -0.957 4.006  0.00
H -3.572 0.313 5.262  0.00
C 1.351 -2.895 3.735  0.02
O 0.785 -3.502 2.727  0.04
N 2.493 -3.367 4.342  0.01
C 3.348 -2.503 5.087  0.00
C 3.225 -4.605 3.900  0.00
H 1.072 -1.904 4.125  0.01
H 3.749 -2.967 5.987  0.00
H 2.788 -1.626 5.412  0.00
H 4.199 -2.279 4.443  0.00
H 3.642 -5.013 4.821  0.00
H 2.537 -5.179 3.279  0.00
H 4.167 -4.430 3.381  0.00
C -1.580 4.565 1.418  0.00
O -1.653 5.731 1.020  0.00
N -1.255 4.324 2.736  0.00
C -0.976 5.309 3.777  0.00
C -1.374 2.869 3.196  0.00
H -1.905 3.635 0.927  0.00
H -1.817 5.618 4.397  0.00
H -0.732 6.248 3.279  0.00
H -0.110 4.898 4.295  0.00
H -0.541 2.182 3.046  0.00
H -1.614 2.778 4.256  0.00
H -2.155 2.431 2.574  0.00
C 3.698 2.174 2.941  0.00
O 4.729 1.582 3.325  0.00
N 3.329 3.438 3.230  0.00
C 4.002 4.265 4.208  0.00
C 2.134 3.917 2.660  0.00
H 3.021 1.603 2.287  0.00
H 4.030 5.253 3.748  0.00
H 5.047 4.088 4.461  0.00
H 3.408 4.150 5.115  0.00
H 1.308 3.571 3.282  0.00
H 2.061 5.003 2.592  0.00
H 1.987 3.491 1.667  0.00
C -2.491 3.134 -2.314  0.00
O -2.865 3.126 -1.118  0.00
N -2.854 2.324 -3.324  0.00
C -2.352 2.564 -4.680  0.00
C -3.838 1.272 -3.176  0.00
H -1.880 3.952 -2.724  0.00
H -3.102 3.049 -5.304  0.00
H -2.056 1.581 -5.046  0.00
H -1.554 3.306 -4.716  0.00
H -3.518 0.521 -3.898  0.00
H -4.027 0.729 -2.250  0.00
H -4.856 1.558 -3.440  0.00
C -5.806 0.366 0.511  0.00
O -6.282 -0.779 0.284  0.00
N -6.062 1.471 -0.187  0.00
C -5.640 2.663 0.498  0.00
C -7.221 1.493 -1.142  0.00
H -4.980 0.443 1.235  0.00
H -5.679 3.549 -0.136  0.00
H -4.591 2.619 0.791  0.00
H -6.296 2.912 1.332  0.00
H -7.197 2.326 -1.845  0.00
H -7.248 0.591 -1.754  0.00
H -8.192 1.543 -0.650  0.00
C -2.361 -4.059 0.153  0.01
O -1.232 -3.868 0.610  0.03
N -3.447 -3.390 0.551  0.00
C -3.496 -2.382 1.622  0.00
C -4.787 -3.801 0.056  0.00
H -2.558 -4.794 -0.642  0.00
H -2.481 -2.163 1.953  0.00
H -4.095 -2.650 2.492  0.00
H -3.966 -1.516 1.156  0.00
H -5.447 -4.129 0.859  0.00
H -5.331 -2.942 -0.336  0.00
H -4.686 -4.615 -0.663  0.00
C 6.262 -1.062 3.229  0.00
O 6.511 -1.619 4.288  0.00
N 7.164 -0.781 2.301  0.00
C 6.883 -0.075 1.095  0.00
C 8.630 -1.189 2.532  0.00
H 5.216 -0.899 2.929  0.00
H 7.490 0.806 0.888  0.00
H 5.814 0.125 1.028  0.00
H 7.036 -0.811 0.305  0.00
H 9.056 -1.734 1.690  0.00
H 9.313 -0.347 2.647  0.00
H 8.698 -1.929 3.330  0.00
C 2.417 1.503 -8.128  0.00
O 2.256 1.500 -9.357  0.00
N 1.559 2.019 -7.234  0.00
C 1.660 1.712 -5.834  0.00
C 0.288 2.749 -7.586  0.00
H 3.314 1.053 -7.675  0.00
H 2.470 1.118 -5.410  0.00
H 0.739 1.146 -5.697  0.00
H 1.571 2.526 -5.115  0.00
H 0.298 3.254 -8.552  0.00
H -0.600 2.117 -7.621  0.00
H -0.062 3.447 -6.826  0.00
C 0.809 -4.345 -2.747  0.01
O 0.754 -3.855 -1.597  -0.02
N 1.013 -3.676 -3.892  0.00
C 1.020 -2.151 -3.872  0.00
C 1.436 -4.304 -5.109  0.00
H 0.904 -5.428 -2.923  0.00
H 1.940 -1.673 -4.210  0.00
H 0.673 -1.603 -2.996  0.00
H 0.310 -1.888 -4.656  0.00
H 0.871 -3.943 -5.969  0.00
H 2.447 -3.966 -5.334  0.00
H 1.300 -5.385 -5.142  0.00
C -5.128 2.863 4.305  0.00
O -4.681 2.400 3.259  0.00
N -5.940 2.268 5.210  0.00
C -6.512 3.097 6.296  0.00
C -6.494 0.944 4.965  0.00
H -5.085 3.919 4.614  0.00
H -6.908 2.522 7.133  0.00
H -7.296 3.781 5.970  0.00
H -5.641 3.674 6.608  0.00
H -7.582 0.953 4.902  0.00
H -6.046 0.451 4.103  0.00
H -6.295 0.262 5.792  0.00
C 2.822 0.739 -2.557  0.00
O 3.728 -0.050 -2.698  0.00
N 2.907 2.078 -2.704  0.00
C 1.823 2.969 -2.294  0.00
C 4.199 2.759 -2.833  0.00
H 1.815 0.332 -2.375  0.00
H 0.869 2.441 -2.302  0.00
H 1.899 3.838 -2.946  0.00
H 1.978 3.387 -1.300  0.00
H 4.938 2.153 -3.359  0.00
H 4.074 3.574 -3.545  0.00
H 4.526 3.213 -1.898  0.00
C 2.569 7.292 -2.400  0.00
O 3.643 7.727 -1.949  0.00
N 1.625 6.800 -1.620  0.00
C 0.404 6.324 -2.237  0.00
C 1.711 6.812 -0.171  0.00
H 2.373 7.108 -3.468  0.00
H -0.460 6.953 -2.022  0.00
H 0.277 5.331 -1.805  0.00
H 0.541 6.283 -3.317  0.00
H 0.978 7.533 0.192  0.00
H 1.511 5.861 0.322  0.00
H 2.672 7.064 0.278  0.00
C 3.903 -4.573 0.067  0.03
O 2.866 -4.050 0.489  0.02
N 4.513 -4.113 -1.059  0.01
C 5.642 -4.774 -1.677  0.00
C 4.182 -2.780 -1.484  -0.01
H 4.377 -5.467 0.502  0.00
H 5.310 -5.138 -2.649  0.00
H 5.848 -5.625 -1.027  0.00
H 6.556 -4.188 -1.767  0.00
H 4.109 -2.836 -2.570  0.00
H 3.237 -2.316 -1.200  0.01
H 5.002 -2.093 -1.278  0.00

Force components x, y, z for each atom (eV/Å):
-0.9 -0.6 0.1
2.3 -1.4 0.3
-1.0 -1.3 0.1
-0.2 0.6 -0.1
-0.2 0.7 0.1
2.1 1.4 1.5
-1.0 0.3 -0.2
-0.7 0.3 -1.0
-1.0 0.4 -0.8
-0.4 2.8 -2.4
-1.0 -0.8 0.8
1.1 -2.1 -0.4
0.4 0.5 1.1
-2.9 1.1 0.2
0.6 -0.5 0.0
1.8 -0.7 0.5
0.7 -1.0 0.3
1.7 1.3 -2.1
-1.0 -0.8 3.6
0.3 1.1 -2.0
0.6 -0.4 0.2
-1.8 -1.0 1.8
-0.5 -0.2 0.1
-0.1 -0.3 -0.3
-0.4 0.1 -0.5
0.1 0.1 -0.3
0.7 0.2 -0.4
0.1 -0.1 0.4
-0.1 0.0 -0.6
1.1 -0.8 0.8
-2.8 -1.5 -1.5
0.4 1.3 0.2
2.3 0.8 0.2
-0.9 -0.8 -0.1
0.6 0.7 0.3
0.0 0.0 0.2
-0.7 -0.3 0.5
0.4 -0.1 -0.3
0.0 0.1 0.1
-0.2 0.3 0.1
-0.2 0.4 -0.4
1.0 -2.7 -2.8
1.7 2.2 4.1
-1.0 -0.9 -1.8
0.2 0.7 0.5
-0.8 1.0 0.5
-0.5 -0.4 -0.3
-0.1 -0.3 0.0
0.3 0.2 -0.2
0.1 0.6 0.3
-0.8 -0.8 0.1
0.3 -0.4 0.4
-0.3 0.8 -0.6
-0.6 2.0 2.3
0.3 -1.4 -0.7
-0.2 -2.8 0.5
0.4 0.3 -1.6
-0.4 0.9 -0.9
0.3 0.5 -0.6
-0.2 -0.8 0.3
0.5 -0.1 -0.1
-0.2 0.5 0.6
0.8 0.6 -0.2
-0.4 0.4 -0.1
-0.3 0.0 0.5
1.8 -1.6 0.3
-1.4 1.4 -0.1
2.3 -1.1 -0.3
-0.1 0.3 -0.1
-1.7 0.0 -0.2
-0.3 0.5 -0.1
-0.4 0.4 0.7
-0.2 -1.0 -0.4
0.1 0.8 0.3
-0.4 0.2 -0.1
0.4 0.0 0.1
0.0 0.0 0.0
-1.0 0.9 1.9
0.7 -0.6 -2.8
-0.1 0.2 0.9
-0.5 0.1 0.5
-0.5 -1.1 -0.9
0.4 0.0 0.4
-0.4 -0.5 -0.2
0.2 0.3 -0.5
0.4 -0.4 0.5
-0.3 -0.3 0.0
1.1 0.7 0.6
0.0 0.5 -0.4
-0.2 -4.0 -1.0
0.5 2.5 0.4
-1.3 0.4 -0.8
0.0 1.8 -0.4
0.4 -0.2 0.3
-0.3 0.5 0.1
-0.1 -0.2 -0.5
-0.3 -0.3 0.2
0.2 -0.2 0.3
0.5 0.2 0.3
0.3 -0.1 0.3
0.1 0.0 0.4
0.0 0.0 0.1
-0.8 0.5 0.0
-1.6 -0.5 0.5
0.5 0.1 -0.8
0.4 0.3 0.2
0.2 0.1 0.3
0.0 0.0 -0.1
0.0 -0.5 -0.2
0.1 0.2 0.2
0.4 -0.3 0.4
0.3 0.1 -0.4
0.0 0.2 -0.1
-0.8 -1.1 0.7
0.0 0.0 0.2
3.6 0.0 0.3
-0.8 -1.0 -1.0
-1.3 -0.2 -0.5
0.2 0.5 -0.1
-0.1 0.0 0.4
0.1 0.5 0.3
0.3 0.2 -0.6
-0.6 0.1 -0.6
-0.4 0.2 0.5
-0.3 0.6 0.4
-0.3 -0.1 -2.5
0.2 0.2 1.8
-0.7 1.8 0.2
-1.4 -0.6 1.1
0.1 -0.6 -0.2
-0.1 0.0 0.2
0.4 -0.1 -1.0
-0.1 -0.5 0.8
0.1 0.7 -0.6
0.6 -0.1 0.1
0.3 -0.9 -0.2
1.0 0.3 0.3
1.4 -0.1 1.6
-0.3 -0.4 -2.6
-0.4 2.6 1.6
-0.6 -0.7 -1.5
-0.1 0.5 -1.0
-0.5 -0.1 0.4
0.5 -0.6 0.3
0.1 -1.0 0.5
-0.1 0.1 -0.2
-0.4 0.2 0.1
0.3 -0.5 0.1
0.3 0.1 0.5
-0.9 0.1 -0.5
-0.2 0.2 1.4
-0.7 -0.9 -0.1
1.0 0.0 -0.6
0.0 -0.6 0.5
0.9 0.3 -0.4
0.3 -0.3 -0.2
-0.1 -0.1 -0.3
-0.4 0.3 0.6
-0.1 0.3 -0.4
-0.1 0.5 -0.2
0.2 0.1 0.3
-0.4 -0.3 -0.1
0.8 -0.2 -0.2
0.2 0.6 0.6
0.6 -0.1 -0.1
-0.4 0.1 -1.0
-0.3 0.5 0.2
0.0 0.2 -0.2
-0.6 -0.1 -0.3
0.1 -0.3 0.3
0.0 -0.4 0.8
-0.3 0.3 0.1
0.2 -0.4 0.1
3.3 0.3 1.1
-1.4 -0.2 -1.2
-0.8 -0.3 0.2
0.2 -0.4 0.7
-0.3 0.4 0.8
0.1 0.5 -0.1
0.0 0.0 0.2
-0.7 -0.2 -0.3
0.0 -0.1 0.1
-0.1 -0.1 0.3
-0.6 -0.4 -0.6
0.2 0.4 -1.0
-0.4 0.5 -1.4
1.8 -0.4 0.4
-0.6 0.3 2.2
-0.6 -0.7 0.5
0.1 0.7 -1.9
-0.3 0.1 0.1
0.3 0.0 -0.1
0.3 -0.2 -0.3
-0.2 0.3 0.1
0.1 0.3 -0.3
0.1 -0.7 0.6
0.0 0.1 0.2

Summary:
* multiplicity: 6
* ⟨S²⟩: 8.753
* net charge: 0
* total energy: -6801.787327 hartree
* LUMO level (spin up / spin down): -0.0040 / -0.0040 Eh

[2]
# Cl2HOP

A cluster of 2 separate species, Cl2HOP in total at a distorted geometry (wB97M-V/def2-TZVPD, the OMol25 dataset).

Last column: natural (NBO) charge in e.
Cartesian coordinates (Å):
O 4.010 1.486 -0.164  -0.97
P 4.480 0.367 0.624  1.33
Cl -0.203 1.240 -0.417  -0.23
Cl 4.439 -1.436 -0.382  -0.36
H -0.662 1.782 -1.349  0.23

Force components x, y, z for each atom (eV/Å):
-0.3 0.4 -0.7
0.4 -0.4 0.9
1.8 -2.2 3.7
-0.1 0.1 -0.2
-1.8 2.2 -3.7

Summary:
* multiplicity: 1
* energy above the lowest of the compared OMol25 structures with the same formula, charge and spin: 1.003 eV
* net charge: 0
* total energy: -1337.605221 hartree
* LUMO level: -0.0366 Eh

[3]
# C4H4O3

The molecule C4H4O3 at a distorted geometry (wB97M-V/def2-TZVPD, the OMol25 dataset).

Last column: natural (NBO) charge in e.
Cartesian coordinates (Å):
C 0.759 -0.882 0.040  -0.28
C -0.633 -0.455 -0.347  0.04
C 1.481 0.368 0.090  0.46
C 0.093 0.724 0.226  0.26
O 2.559 0.848 0.250  -0.53
O -1.277 -0.365 -1.569  -0.69
O -0.476 1.360 1.276  -0.63
H 0.956 -1.682 0.735  0.23
H -1.416 -0.877 0.299  0.18
H -0.615 -0.220 -2.269  0.48
H -1.430 1.180 1.270  0.49

Force components x, y, z for each atom (eV/Å):
-0.3 -0.2 -0.2
0.5 0.5 0.6
-0.2 -0.1 -1.0
-2.3 -0.3 1.3
0.7 0.1 0.2
0.9 -0.4 -1.3
0.4 0.3 0.0
0.1 -0.3 0.0
0.3 0.2 0.2
-0.4 0.0 0.3
0.4 0.1 0.0

Summary:
* multiplicity: 1
* energy above the lowest of the compared OMol25 structures with the same formula, charge and spin: 3.161 eV
* net charge: 0
* total energy: -380.430868 hartree
* LUMO level: 0.0185 Eh

[4]
# C5H13N3

A cluster of 2 separate species, C5H13N3 in total at a distorted geometry (wB97M-V/def2-TZVPD, the OMol25 dataset).

Last column: natural (NBO) charge in e.
Cartesian coordinates (Å):
C 0.622 1.554 -1.675  -0.08
C 2.359 1.720 -0.105  -0.44
N 1.400 0.960 -0.859  -0.41
H 0.409 0.164 0.466  0.23
H 2.085 2.780 0.002  0.17
H 0.067 0.953 -2.384  0.17
H -1.529 1.575 0.219  0.36
H 0.567 2.643 -1.775  0.15
H 3.325 1.647 -0.609  0.22
H 2.465 1.269 0.879  0.21
C -1.387 -2.248 -0.159  -0.69
C -0.728 -1.580 1.016  0.32
C -0.656 -0.087 0.984  -0.31
N -0.185 -2.166 1.999  -0.64
N -1.675 0.558 0.198  -0.83
H -0.267 -3.181 1.970  0.33
H -1.565 0.333 -0.789  0.35
H -0.652 0.308 2.001  0.22
H -2.417 -1.901 -0.245  0.24
H -1.371 -3.333 -0.056  0.22
H -0.868 -1.968 -1.077  0.22

Force components x, y, z for each atom (eV/Å):
1.0 -0.3 0.5
-0.2 0.4 0.3
-0.2 0.2 -1.6
-2.1 -0.9 1.6
0.1 -0.1 0.0
-0.3 0.0 0.1
-0.2 -0.6 0.2
0.0 0.1 0.1
0.0 0.0 0.0
0.1 0.1 0.1
0.0 -0.1 0.2
-0.1 -0.3 0.0
2.7 0.8 -0.9
-0.1 0.0 0.4
-0.6 0.9 -0.5
0.0 0.0 -0.3
-0.1 -0.2 0.2
0.0 -0.1 -0.1
0.0 0.0 0.0
0.0 0.1 0.0
0.0 0.0 -0.1

Summary:
* multiplicity: 1
* energy above the lowest of the compared OMol25 structures with the same formula, charge and spin: 2.010 eV
* net charge: 0
* total energy: -362.508406 hartree
* LUMO level: 0.0331 Eh